C25H61AsF9O23S7 | wB97M-V/def2-TZVPD

Last column: Mulliken charge in e.
Geometry (Å):
As (-1.088350, 0.251293, 0.253773)  2.20
F (-0.069623, 1.727321, 0.348721)  -0.57
F (-1.943570, 0.895701, -1.213718)  -0.52
F (-2.104567, -1.179331, 0.208222)  -0.48
F (-0.203437, -0.368427, 1.708609)  -0.27
F (-2.261322, 1.145546, 1.274157)  -0.49
F (0.239238, -0.518719, -0.735414)  -0.37
O (-2.298663, 5.267181, 1.163370)  -0.56
S (-3.780388, 5.340634, 1.091896)  1.10
O (-4.560549, 6.548338, 1.445418)  -0.63
O (-4.204957, 4.832684, -0.446052)  -0.41
C (-3.357910, 3.842279, -1.155547)  1.01
C (-3.023180, 4.483200, -2.514210)  -1.44
C (-4.530978, 3.929235, 1.981048)  -0.38
H (-3.855518, 2.875736, -1.234804)  -0.26
H (-2.421749, 3.711564, -0.612776)  0.04
H (-3.949972, 4.733656, -3.030370)  0.38
H (-2.397975, 3.838449, -3.131876)  0.26
H (-2.585986, 5.479044, -2.441732)  0.38
H (-4.025920, 3.031435, 1.624696)  -0.27
H (-5.562044, 3.815406, 1.646318)  0.39
H (-4.408172, 4.072478, 3.054586)  0.42
O (3.514143, -1.977297, 2.194453)  -0.38
S (4.034815, -0.957496, 3.093438)  1.08
O (5.380641, -1.063769, 3.629476)  -0.63
O (3.848699, 0.526158, 2.401076)  -0.27
C (2.711921, 0.808989, 1.647230)  1.93
C (3.242271, 1.662488, 0.553867)  -1.40
C (2.896771, -0.656332, 4.405108)  -0.70
H (1.949299, 1.181927, 2.330916)  -0.45
H (2.172392, -0.061468, 1.273996)  -0.04
H (2.438500, 1.880609, -0.149321)  0.26
H (4.009003, 1.160089, -0.035906)  0.13
H (3.702107, 2.565028, 0.956446)  0.42
H (1.914962, -0.419936, 3.994898)  0.06
H (3.251619, 0.194017, 4.987429)  0.33
H (2.962375, -1.504429, 5.086678)  0.56
O (-2.513994, -7.032775, -2.454283)  -0.57
S (-2.191907, -5.950304, -3.360439)  1.09
O (-3.272029, -5.274131, -4.087864)  -0.59
O (-1.281847, -4.795389, -2.517254)  -0.33
C (-0.967656, -3.559152, -3.067054)  -0.20
C (0.493501, -3.118402, -2.891185)  -0.42
C (-0.868655, -6.485455, -4.598701)  -0.91
H (-1.536712, -2.835278, -2.483719)  -0.05
H (-1.349360, -3.423100, -4.078922)  0.45
H (1.140293, -3.872946, -3.338879)  0.39
H (0.762321, -3.054572, -1.836787)  -0.26
H (0.686788, -2.105211, -3.243567)  0.36
H (-0.004598, -6.802617, -4.014820)  0.31
H (-0.620234, -5.719603, -5.333450)  0.31
H (-1.282635, -7.334261, -5.143008)  0.38
O (-7.884301, 0.160855, -0.583659)  -0.59
S (-6.731477, -0.649082, -0.157518)  1.08
O (-6.853837, -1.659894, 0.880337)  -0.58
O (-5.952773, -1.329780, -1.504685)  -0.32
C (-5.929371, -0.558047, -2.691098)  -0.47
C (-4.478353, -0.479328, -3.140249)  -0.61
C (-5.359299, 0.477642, 0.241599)  -0.50
H (-6.299977, 0.438225, -2.449867)  0.36
H (-6.592310, -0.985883, -3.443144)  0.37
H (-3.826963, -0.141802, -2.334109)  -0.07
H (-4.548391, 0.238308, -3.957681)  0.37
H (-4.161233, -1.475177, -3.449802)  0.32
H (-4.414387, -0.065541, 0.227968)  -0.19
H (-5.554368, 0.660622, 1.298270)  0.57
H (-5.495921, 1.271429, -0.492799)  0.17
O (8.083317, -2.418401, -2.918088)  -0.57
S (7.460631, -2.020712, -1.663131)  1.13
O (7.569504, -0.640383, -1.142813)  -0.60
O (5.815222, -2.465578, -1.762798)  -0.42
C (4.942621, -1.852527, -0.842526)  -0.36
C (3.518863, -2.097764, -1.328096)  -0.34
C (7.954479, -3.314361, -0.410217)  -0.89
H (5.177134, -0.794486, -0.725749)  0.39
H (5.107473, -2.275108, 0.148608)  0.20
H (2.827935, -1.793599, -0.541836)  -0.18
H (3.318085, -3.157374, -1.486274)  0.41
H (3.318150, -1.459528, -2.188595)  0.23
H (8.103252, -4.291377, -0.869999)  0.34
H (7.264256, -3.472143, 0.418507)  0.27
H (8.991799, -3.048493, -0.206783)  0.36
O (0.725275, -2.711908, 3.831666)  -0.52
S (0.284856, -3.901710, 3.084950)  1.05
O (0.751594, -5.269321, 3.411329)  -0.64
O (-1.412940, -4.022050, 3.100815)  -0.43
C (-2.150092, -2.860636, 2.946382)  1.17
C (-3.590562, -3.183269, 2.646322)  -1.50
C (0.558721, -3.607179, 1.264904)  -0.59
H (-1.737829, -2.407751, 2.044702)  -0.68
H (-2.032807, -2.193566, 3.800410)  0.22
H (-3.663225, -3.682652, 1.680165)  0.34
H (-4.247383, -2.328919, 2.482714)  0.34
H (-4.063735, -3.779623, 3.426432)  0.40
H (0.082661, -2.662529, 1.002035)  -0.18
H (0.209026, -4.444724, 0.661309)  0.51
H (1.621789, -3.474290, 1.064073)  0.29
O (1.961890, 2.578544, -5.513020)  -0.66
S (2.112100, 1.982412, -4.175143)  1.14
O (2.870929, 0.766264, -3.964340)  -0.50
O (2.827669, 3.134727, -3.173980)  -0.27
C (2.826987, 4.495827, -3.493434)  -0.26
C (4.055036, 5.137252, -3.036538)  -1.21
C (0.374261, 1.926213, -3.554309)  -0.81
H (1.935318, 5.003609, -3.125753)  0.30
H (2.691948, 4.635702, -4.565958)  0.43
H (3.992044, 4.911868, -1.971954)  0.25
H (4.064298, 6.201321, -3.272723)  0.37
H (4.939442, 4.698680, -3.498688)  0.29
H (0.272802, 1.620040, -2.513132)  0.05
H (-0.238537, 1.172721, -4.049114)  0.51
H (-0.015677, 2.929509, -3.725901)  0.30
C (-1.000032, 3.720024, 3.762008)  -0.67
C (-0.648112, 2.225218, 4.228969)  0.37
O (0.093973, 2.325306, 5.425902)  -0.33
C (1.480707, 2.461465, 5.477859)  0.38
O (2.198601, 2.587321, 4.463437)  -0.56
C (2.058440, 2.472397, 6.920648)  0.85
F (2.875420, 1.469320, 7.134337)  -0.22
F (2.695885, 3.662335, 7.042448)  -0.25
F (1.049506, 2.440299, 7.758790)  -0.23
H (-0.120707, 4.363316, 3.729495)  0.36
H (-1.775206, 4.038977, 4.458767)  0.34
H (-1.408875, 3.657391, 2.753525)  -0.05
H (-0.104999, 1.654232, 3.475909)  -0.33
H (-1.597424, 1.727041, 4.425744)  0.38

Force components x, y, z for each atom (eV/Å):
As 0.29 1.03 -0.38
F -0.50 -1.10 -0.23
F 1.24 -0.79 1.50
F 0.85 0.97 -0.03
F -0.80 0.53 -1.03
F 0.89 -1.10 -0.68
F -1.64 0.77 0.90
O -3.05 0.54 0.13
S 0.00 -0.33 -0.51
O 2.06 -2.61 -1.26
O 0.40 0.37 1.30
C 0.92 1.53 -0.16
C -0.90 0.14 0.14
C 0.59 0.32 -0.62
H -0.29 0.27 0.05
H -0.17 -0.10 0.24
H -0.16 -0.52 -0.26
H -0.09 -0.04 0.04
H 0.52 -0.24 0.55
H 0.38 0.07 0.19
H -0.03 0.52 0.27
H -0.13 0.00 -0.15
O 0.79 2.09 0.75
S 0.91 -4.37 2.12
O -2.10 0.81 -1.40
O -0.45 0.71 -0.66
C 2.22 -0.61 -1.47
C -0.42 1.12 -0.66
C 0.27 0.70 0.38
H -0.83 1.07 0.78
H -0.21 -0.94 0.26
H -0.20 0.38 0.20
H 0.04 -0.41 0.35
H -0.19 0.28 -0.21
H -0.08 -0.59 0.12
H 0.22 0.15 -0.24
H -0.36 -0.34 -0.40
O 0.91 1.57 -0.88
S 0.26 1.23 -1.21
O 1.87 -0.90 1.20
O -0.94 -3.33 0.01
C -0.31 2.75 0.00
C -0.17 -1.08 0.27
C -1.04 -0.18 0.91
H -0.31 0.16 0.01
H 0.26 -0.38 -0.26
H 0.33 0.31 -0.23
H -0.22 -0.26 0.17
H -0.19 -0.20 -0.52
H -0.11 0.11 -0.03
H -0.20 0.28 0.44
H -0.11 -0.02 0.19
O 1.90 -1.60 0.66
S 0.52 0.16 -1.09
O 0.15 1.08 -1.72
O -1.86 -0.50 2.48
C 0.43 0.70 0.31
C -1.01 -0.14 -0.14
C -1.15 -1.23 0.52
H -0.12 0.14 -0.26
H 0.06 -0.13 0.04
H -0.08 0.19 -0.14
H 0.81 -0.11 -0.27
H 0.18 0.17 -0.28
H -0.15 0.05 -0.50
H -0.05 0.93 -0.14
H 0.43 0.25 0.54
O -1.10 0.88 1.80
S -0.97 -0.69 0.20
O -0.29 -2.94 -0.89
O 2.75 0.71 -0.83
C -0.57 0.03 0.67
C 0.25 0.53 0.58
C 0.69 0.46 -1.07
H -0.10 0.19 -0.36
H -0.10 -0.32 0.14
H -0.10 0.15 0.13
H 0.18 0.09 -0.36
H -0.08 -0.40 -0.22
H -0.60 0.22 -0.72
H 0.24 0.76 0.05
H -0.22 0.37 0.85
O -0.72 -1.85 -0.98
S -0.76 -1.57 -0.66
O -1.01 3.37 -0.43
O 3.32 -1.98 0.95
C -0.37 1.96 -1.13
C -0.59 -0.43 -0.28
C 0.11 0.21 0.86
H -0.24 0.73 0.25
H 0.04 0.01 0.07
H 0.11 -0.48 0.15
H 0.42 0.48 0.35
H 0.12 -0.17 -0.06
H -0.20 -0.19 0.06
H -0.29 0.00 0.41
H 0.11 -0.11 0.49
O 0.62 -1.11 2.21
S -0.34 1.44 -1.13
O -1.07 1.44 0.09
O -0.72 -2.83 -0.30
C -1.98 1.03 -2.75
C 0.77 -0.09 0.80
C 0.64 -0.30 0.49
H -0.11 -0.15 0.73
H 0.24 -0.37 -0.31
H 1.01 0.64 0.32
H -0.17 -0.01 0.34
H -0.02 -0.15 0.20
H 0.56 0.39 0.19
H 0.47 0.13 -0.72
H 0.06 -0.13 0.02
C 0.14 -2.31 0.04
C -0.16 2.37 -1.68
O 3.27 -0.34 2.25
C -1.34 -0.07 -4.23
O -1.77 -0.72 2.85
C -1.18 1.74 -1.25
F 0.51 -0.30 0.10
F 0.04 -0.91 0.26
F -0.01 -0.16 0.90
H -0.12 -0.05 0.24
H 0.23 0.49 -0.10
H -0.08 0.13 0.06
H 0.08 0.08 -0.07
H 0.35 -0.19 0.39

Computed properties:
expectation value of S²	0.75
2S+1	2
M	1200.113	g/mol
E	-8641.31081	hartree
LUMO (spin up / spin down)	-0.5512 / -7.6918	eV
HOMO-LUMO gap (spin up / spin down)	10.421 / 3.280	eV
HOMO energy (spin up / spin down)	-11.0 / -11.0	eV